Entry 1:
C33H34GaN2O6Te | wB97M-V/def2-TZVPD

XYZ file:
```
77
Properties=species:S:1:pos:R:3:forces:R:3
Ga 0.0244 -0.2764 0.0029 -0.16 0.05 -0.22
O 0.0951 -0.8154 2.1825 -0.05 -0.07 0.12
C 1.2174 -1.0914 3.0322 -0.07 0.06 -0.15
C 1.9939 0.1747 3.3465 0.07 0.01 0.02
C 2.2296 1.0326 2.0952 -0.01 -0.07 -0.01
C 2.8625 0.2414 0.9870 -0.02 0.04 0.00
C 4.2374 0.0534 0.9416 -0.01 0.11 0.04
C 4.7991 -0.7100 -0.0626 0.10 -0.03 -0.02
C 3.9754 -1.2818 -1.0187 -0.02 0.00 -0.02
C 2.6195 -1.0625 -0.9260 0.06 0.07 0.02
N 2.0742 -0.3219 0.0534 -0.01 -0.08 0.05
H -0.5016 -0.1735 2.5936 0.03 0.02 0.01
H 1.8227 -1.8042 2.4733 0.02 -0.01 -0.02
H 0.8765 -1.5880 3.9400 -0.03 -0.01 0.03
H 2.9417 -0.1108 3.8122 0.00 0.02 0.00
H 1.4491 0.7799 4.0754 0.00 0.00 0.01
H 2.8647 1.8860 2.3360 0.02 -0.02 0.04
H 1.2760 1.4407 1.7628 0.04 0.00 -0.02
H 4.8526 0.5261 1.6964 -0.01 -0.02 -0.01
H 5.8711 -0.8555 -0.1038 -0.01 0.01 0.00
H 4.3663 -1.8816 -1.8276 0.00 0.00 0.01
H 1.9380 -1.4665 -1.6586 -0.02 -0.02 0.00
O -0.6548 -1.4208 -3.6690 -0.01 0.02 -0.06
C -0.4830 -1.2550 -2.4926 0.09 -0.01 0.12
O -0.0767 -0.1406 -1.9212 -0.01 -0.08 0.04
C -0.6782 -2.4263 -1.4652 -0.02 0.18 0.11
O -0.9658 -3.5370 -1.8042 -0.02 -0.08 -0.02
O -0.4680 -2.0572 -0.2031 0.01 -0.17 -0.01
C 2.3188 7.8375 -4.5314 0.00 -0.02 0.02
C 1.7830 6.6817 -3.7274 0.02 0.04 -0.03
C 2.0624 5.3696 -4.0842 -0.01 -0.01 -0.04
C 1.5736 4.2899 -3.3537 -0.01 0.00 -0.02
C 1.9182 2.8905 -3.8127 0.00 0.05 0.03
C 0.8019 4.5572 -2.2166 -0.16 -0.04 0.05
Te 0.4315 2.8354 -0.9381 0.29 0.05 0.02
N -0.7115 1.3638 0.5327 -0.18 0.21 -0.37
C -1.9865 1.8057 0.5826 -0.01 -0.30 0.24
O -2.3216 2.9411 0.2368 0.09 0.24 -0.09
C -3.0666 0.9417 1.2114 0.08 -0.12 0.01
C -4.1973 1.5954 1.6955 -0.05 -0.01 0.05
C -5.2200 0.8838 2.3031 0.03 0.01 -0.02
C -5.1354 -0.4976 2.4198 0.03 -0.01 -0.01
C -4.0227 -1.1617 1.9244 -0.01 0.05 0.00
C -2.9915 -0.4447 1.3300 0.00 0.03 -0.04
C 1.0942 3.9099 0.7550 0.07 -0.06 -0.03
C 0.2362 4.0643 1.8381 -0.04 0.05 0.08
C 0.6622 4.7202 2.9833 0.02 -0.01 -0.03
C 1.9534 5.2272 3.0442 -0.01 -0.02 -0.03
C 2.8047 5.0701 1.9617 -0.01 -0.02 0.02
C 2.4017 4.4083 0.8004 0.06 0.03 -0.01
C 3.3939 4.2762 -0.3295 -0.05 0.01 0.04
C 0.4388 5.8642 -1.8737 -0.08 -0.03 0.01
C -0.5132 6.1960 -0.7494 0.07 -0.04 -0.03
C 0.9598 6.9076 -2.6311 -0.04 0.03 -0.03
H 2.9823 7.4942 -5.3245 -0.01 0.00 0.01
H 2.8770 8.5284 -3.8972 0.00 -0.01 0.00
H 1.5076 8.4037 -4.9931 0.00 -0.02 0.01
H 2.6679 5.1759 -4.9641 0.00 0.00 0.02
H 2.2266 2.9074 -4.8573 0.01 0.01 0.00
H 1.0807 2.1971 -3.7282 -0.02 0.01 0.00
H 2.7441 2.4705 -3.2310 -0.01 0.01 0.02
H -4.2567 2.6682 1.5791 0.00 0.01 0.00
H -6.0901 1.4078 2.6787 0.01 -0.01 0.00
H -5.9383 -1.0555 2.8852 0.01 0.01 -0.01
H -3.9561 -2.2405 1.9869 0.01 0.02 0.00
H -2.1567 -1.0075 0.9313 -0.08 -0.01 0.04
H -0.7789 3.6925 1.7721 0.06 0.02 -0.01
H -0.0178 4.8429 3.8170 0.01 0.01 0.00
H 2.2967 5.7469 3.9300 0.00 -0.01 0.00
H 3.8144 5.4628 2.0114 -0.01 0.00 0.01
H 4.4132 4.3284 0.0553 -0.02 0.02 0.00
H 3.2664 5.0763 -1.0629 -0.01 -0.01 0.01
H 3.2812 3.3324 -0.8674 -0.01 -0.02 0.02
H -1.1398 5.3474 -0.4771 -0.01 -0.03 -0.01
H -1.1677 7.0138 -1.0536 0.02 0.00 0.00
H 0.0236 6.5191 0.1459 0.02 -0.03 -0.01
H 0.6879 7.9272 -2.3723 0.01 -0.02 0.00
```
Positions in Å, forces in eV/Å.

Values from the calculation:
<S²> ... 0.7568
Energy relative to the best compared isomer or geometry (same formula, charge and spin) ... 0.0 kJ/mol
Spin multiplicity ... 2
HOMO level (alpha / beta) ... -0.27662 / -0.30313 Eh
Kohn-Sham gap (alpha / beta) ... 7.027 / 6.772 eV

Entry 2:
C33H34N5RhSe | wB97M-V/def2-TZVPD

XYZ file:
```
74
Properties=species:S:1:pos:R:3:forces:R:3
Rh 0.6163 0.1978 1.2307 0.11 -0.07 0.08
C 4.0648 -1.2178 -1.0578 0.01 0.01 -0.01
C 2.9684 -1.1900 -0.1905 -0.05 -0.03 0.00
N 2.3986 -0.0594 0.1898 0.09 0.02 0.10
C 2.8885 1.1326 -0.2643 0.08 -0.01 -0.04
C 3.9998 1.1941 -1.1228 0.02 -0.03 -0.02
C 4.5789 -0.0317 -1.5168 -0.03 -0.01 0.02
C 4.4814 2.4620 -1.5177 -0.01 0.05 0.00
C 3.8638 3.5837 -1.0418 0.01 -0.04 -0.02
C 2.7456 3.5138 -0.1822 -0.04 0.02 -0.01
C 2.2401 2.2962 0.2080 0.08 0.00 0.14
N 1.1310 2.0533 1.0371 -0.25 0.08 -0.21
C 0.8601 2.7865 2.2114 0.11 0.00 0.04
C 0.8159 4.1514 2.3550 0.00 0.02 -0.03
C 0.5745 4.7284 3.6207 -0.01 -0.01 0.03
C 0.3769 3.9645 4.7359 0.01 0.02 -0.03
C 0.3837 2.5565 4.6207 0.00 -0.01 0.01
C 0.2096 1.6672 5.7052 0.00 -0.02 -0.01
C 0.2444 0.3151 5.4976 0.00 0.01 0.01
C 0.4078 -0.1746 4.1946 0.03 -0.03 -0.02
N 0.5918 0.6346 3.1722 -0.07 0.12 -0.04
C 0.6043 1.9947 3.3530 0.02 -0.01 0.07
H 4.4984 -2.1672 -1.3359 0.00 0.00 0.00
H 2.5517 -2.1059 0.2136 0.01 0.00 0.00
H 5.4392 -0.0237 -2.1745 0.00 0.00 0.00
H 5.3317 2.5296 -2.1825 0.00 0.00 0.00
H 4.2265 4.5610 -1.3294 0.00 0.00 0.00
H 2.2977 4.4385 0.1416 -0.01 -0.01 0.00
H 0.9422 4.8096 1.5106 0.00 -0.02 -0.02
H 0.5526 5.8068 3.6971 0.00 0.00 0.00
H 0.2163 4.4201 5.7034 0.00 0.00 0.00
H 0.0508 2.0667 6.6990 0.00 0.00 0.00
H 0.1205 -0.3868 6.3089 0.00 0.00 0.00
H 0.3767 -1.2355 3.9844 -0.02 0.00 0.00
C -3.0286 0.8852 -4.0193 0.02 -0.01 0.00
C -3.2872 0.8894 -2.5173 0.00 -0.04 0.04
C -2.2768 1.7089 -1.7171 0.00 0.00 -0.07
C -0.8528 1.1643 -1.7803 -0.24 0.02 -0.16
N -0.7446 -0.2756 -1.4542 0.56 -0.04 0.11
C -1.0407 -0.8895 -0.2841 -0.76 -0.04 -0.24
Se -1.7687 -0.0622 1.2529 0.28 -0.01 0.16
N -0.7725 -2.2090 -0.3984 0.29 0.04 -0.06
C -1.0338 -3.2694 0.5869 -0.16 -0.03 -0.03
C -2.2286 -4.1218 0.1625 -0.02 0.01 0.01
C -3.5673 -3.4152 0.3736 -0.01 -0.01 -0.06
C -3.9590 -3.2740 1.8395 0.00 0.01 0.00
C -0.2339 -2.4435 -1.6518 0.00 0.05 0.12
C 0.2505 -3.6140 -2.2341 0.03 -0.07 -0.06
C 0.7625 -3.4994 -3.5072 -0.02 -0.06 0.08
C 0.7984 -2.2641 -4.1798 -0.01 0.10 0.00
C 0.3285 -1.1060 -3.6009 0.06 -0.03 -0.10
C -0.1954 -1.2185 -2.3132 -0.18 0.08 0.04
H -3.8236 0.3622 -4.5483 0.00 0.00 0.00
H -2.0929 0.3828 -4.2770 -0.01 0.00 0.00
H -2.9821 1.9022 -4.4123 -0.01 0.00 0.00
H -3.3058 -0.1416 -2.1438 -0.02 0.01 0.01
H -4.2816 1.2900 -2.3168 0.00 0.02 -0.02
H -2.6029 1.8118 -0.6839 0.02 -0.02 0.02
H -2.2204 2.7227 -2.1233 -0.03 0.00 0.01
H -0.1692 1.7285 -1.1455 -0.06 -0.02 0.09
H -0.4927 1.2413 -2.8031 0.07 0.02 0.03
H -1.2333 -2.7803 1.5380 0.06 -0.01 0.02
H -0.1179 -3.8532 0.6839 -0.01 -0.02 -0.06
H -2.2029 -5.0524 0.7335 0.01 0.03 0.05
H -2.1124 -4.4018 -0.8868 0.01 -0.02 0.00
H -4.3397 -3.9819 -0.1479 0.01 0.01 -0.01
H -3.5468 -2.4332 -0.1165 0.00 0.00 0.02
H -4.0720 -4.2549 2.3029 0.00 0.00 0.01
H -4.9089 -2.7500 1.9375 -0.01 -0.01 0.01
H -3.2221 -2.7139 2.4201 0.01 0.00 -0.01
H 0.2180 -4.5646 -1.7203 0.00 0.00 -0.01
H 1.1428 -4.3789 -4.0081 0.00 -0.01 0.01
H 1.2028 -2.2270 -5.1819 0.00 0.01 0.00
H 0.3636 -0.1659 -4.1325 0.00 0.00 0.00
```
Positions in Å, forces in eV/Å.

Values from the calculation:
Net charge ... +2
Energy relative to the best compared isomer or geometry (same formula, charge and spin) ... 0.0 kJ/mol
Spin multiplicity ... 1
HOMO level (alpha / beta) ... -0.48193 / -0.48192 Eh
Kohn-Sham gap (alpha / beta) ... 5.674 / 5.673 eV

Entry 3:
C33H35AsIrN4O3S2 | wB97M-V/def2-TZVPD

XYZ file:
```
79
Properties=species:S:1:pos:R:3:forces:R:3
Ir -1.1906 0.2029 0.6269 -1.23 0.52 1.09
C -7.8104 -0.0209 2.0534 -0.01 0.02 -0.02
C -6.5895 -0.4924 1.3182 -0.02 -0.04 0.01
C -6.3475 -1.8555 1.1442 -0.01 0.01 -0.01
C -5.2338 -2.3069 0.4586 0.03 0.06 0.04
C -4.3411 -1.3795 -0.0707 -0.03 -0.03 0.22
C -4.5695 -0.0180 0.0722 -0.05 0.01 -0.12
C -5.6884 0.4153 0.7668 0.01 0.03 0.01
S -2.9481 -2.0447 -0.9108 0.32 -0.14 -0.29
O -3.2678 -2.2570 -2.2864 -0.03 0.04 0.02
O -2.4094 -3.1009 -0.1166 -0.03 0.00 0.04
N -1.7838 -0.8401 -0.9182 -0.07 -0.04 -0.28
C -1.8026 0.2257 -1.8315 0.19 -0.23 -0.22
C -2.2369 0.3190 -3.1475 -0.01 0.07 0.07
C -2.0374 1.5372 -3.7705 0.02 0.04 -0.01
C -1.4085 2.5962 -3.1088 -0.01 -0.01 -0.06
C -0.9977 2.4125 -1.8091 -0.21 0.00 0.10
N -1.2175 1.2474 -1.1869 0.73 0.02 -0.15
H -8.1077 -0.7315 2.8229 0.00 0.00 0.00
H -8.6500 0.0835 1.3633 0.01 -0.01 -0.01
H -7.6458 0.9504 2.5176 0.00 0.00 0.00
H -7.0467 -2.5768 1.5489 0.01 0.00 0.02
H -5.0549 -3.3675 0.3387 0.02 0.00 0.01
H -3.9151 0.7196 -0.3800 0.01 -0.01 0.01
H -5.8714 1.4780 0.8716 0.00 0.00 0.01
H -2.7023 -0.5195 -3.6387 -0.01 -0.01 0.00
H -2.3732 1.6667 -4.7912 0.02 0.00 -0.01
H -1.2562 3.5482 -3.5969 -0.01 -0.01 0.00
H -0.5342 3.1968 -1.2275 0.04 0.01 0.03
S -4.2049 -3.0610 5.4981 0.01 0.20 0.02
C -3.3088 -2.2423 4.2165 0.03 -0.06 0.08
C -3.5691 -0.9018 3.9406 -0.15 0.07 -0.06
C -2.8756 -0.2724 2.9346 0.06 -0.09 -0.06
N -1.9469 -0.9014 2.1847 0.11 -0.23 0.26
C -1.7014 -2.2021 2.4436 -0.08 0.13 0.00
C -2.3535 -2.8913 3.4374 0.04 -0.02 0.01
C -2.8417 -3.8445 6.3433 0.04 -0.21 -0.11
C -2.5580 -5.1843 6.1297 -0.04 0.03 0.03
C -1.4876 -5.7415 6.8189 0.06 -0.12 0.02
N -0.7235 -5.0647 7.6702 -0.14 0.10 -0.09
C -1.0243 -3.7839 7.8740 0.12 -0.01 0.09
C -2.0690 -3.1251 7.2427 -0.06 0.04 -0.06
H -4.3067 -0.3510 4.5075 0.04 0.02 0.04
H -3.0518 0.7729 2.7113 -0.05 -0.01 -0.01
H -0.9812 -2.6937 1.8110 -0.06 -0.03 -0.07
H -2.1346 -3.9395 3.5850 0.05 0.01 0.03
H -3.1573 -5.7843 5.4582 0.01 -0.01 0.00
H -1.2366 -6.7864 6.6767 -0.01 0.00 0.00
H -0.3993 -3.2556 8.5850 -0.01 0.01 0.00
H -2.2797 -2.0856 7.4549 0.01 0.00 0.02
C 4.2287 1.0233 -1.1530 -0.04 -0.16 0.08
As 2.5413 1.8124 -1.6473 0.29 0.17 -0.20
C 2.6307 3.5053 -0.7170 -0.07 0.00 0.11
C 2.6054 2.1242 -3.6289 -0.09 -0.09 0.17
C 3.7414 3.0482 -3.8505 0.00 0.03 -0.06
C 5.0258 2.5497 -4.0926 0.00 -0.02 0.02
C 6.0741 3.4172 -4.3413 0.00 0.01 0.02
C 5.8563 4.7903 -4.3292 0.01 0.02 0.01
C 4.5848 5.2981 -4.0787 0.03 -0.02 0.05
C 3.5353 4.4326 -3.8363 -0.03 0.01 -0.03
H 5.0171 1.7503 -1.3430 0.01 -0.01 -0.01
H 4.4085 0.1106 -1.7162 0.00 0.01 -0.02
H 4.1876 0.7928 -0.0902 -0.01 0.01 0.00
H 3.4605 4.0778 -1.1291 0.01 0.00 0.01
H 2.8281 3.2773 0.3292 -0.01 -0.01 0.00
H 1.7124 4.0804 -0.7959 -0.03 -0.02 -0.07
H 1.6340 2.5225 -3.9090 0.00 0.02 -0.03
H 2.7432 1.1317 -4.0530 -0.01 0.02 -0.04
H 5.1944 1.4791 -4.1073 -0.01 0.00 -0.04
H 7.0599 3.0270 -4.5544 0.00 0.00 0.01
H 6.6777 5.4675 -4.5206 0.00 0.00 -0.01
H 4.4193 6.3668 -4.0778 -0.01 0.00 -0.02
H 2.5398 4.8257 -3.6609 0.00 0.00 -0.01
C 0.9936 -0.6975 2.5615 -0.06 0.00 0.00
C 0.6820 0.0444 1.2810 0.62 -0.16 -0.45
O 1.5649 0.6439 0.7158 -0.31 0.08 -0.16
H 2.0428 -0.5449 2.8004 0.00 0.01 0.00
H 0.7959 -1.7588 2.4236 0.07 0.01 0.02
H 0.3660 -0.3510 3.3824 -0.01 0.00 -0.01
```
Positions in Å, forces in eV/Å.

Values from the calculation:
Net charge ... +2
<S²> ... 0.7605
Energy relative to the best compared isomer or geometry (same formula, charge and spin) ... 168.3 kJ/mol
Spin multiplicity ... 2
HOMO level (alpha / beta) ... -0.50067 / -0.50065 Eh
Kohn-Sham gap (alpha / beta) ... 6.590 / 5.620 eV

Entry 4:
C33H35AsMoNP2S | wB97M-V/def2-TZVPD

XYZ file:
```
74
Properties=species:S:1:pos:R:3:forces:R:3
Mo 0.6307 0.5150 -0.1467 -0.28 0.36 0.11
C 1.8716 3.0239 1.5983 -0.06 -0.33 0.11
P 0.5558 2.9031 0.3706 0.09 0.13 -0.20
C 1.1406 2.7445 -1.2908 0.02 0.01 0.01
C 0.4227 3.1897 -2.4155 0.00 -0.05 -0.10
C 0.8008 2.7579 -3.6677 -0.06 0.01 -0.16
C 1.8465 1.8303 -3.8357 -0.07 0.04 -0.16
C 2.5421 1.3627 -2.7472 0.00 -0.11 -0.06
C 2.1913 1.7980 -1.4553 -0.08 0.21 -0.10
C -0.7574 4.0532 0.5778 -0.31 -0.02 -0.03
C -1.9173 3.6767 1.2610 -0.04 0.24 -0.01
C -2.9073 4.6232 1.4801 0.01 0.01 0.00
C -2.7391 5.9216 1.0062 -0.01 0.03 0.00
C -1.5828 6.2905 0.3228 -0.03 0.03 0.00
C -0.5787 5.3593 0.1086 -0.03 0.12 0.06
C 1.7189 1.7758 2.4083 -0.42 -0.49 -0.59
C 1.9135 1.4869 3.6940 0.22 -0.26 0.98
C 1.5356 0.0938 3.9081 0.27 0.31 0.82
C 1.1142 -0.4192 2.7478 0.14 0.42 -0.58
C 0.5627 -1.7563 2.3746 0.09 0.20 -0.08
P 0.8445 -1.8722 0.5905 0.36 -0.38 -0.36
C 2.5640 -2.3947 0.3939 0.08 -0.05 -0.08
C 3.5268 -1.5650 -0.1828 0.11 -0.38 0.17
C 4.8381 -1.9983 -0.3374 -0.12 0.07 0.01
C 5.1863 -3.2706 0.0860 0.09 -0.12 0.03
C 4.2357 -4.1068 0.6635 -0.04 -0.03 0.03
C 2.9255 -3.6775 0.8144 0.05 -0.05 0.02
C -0.1808 -3.1528 -0.1362 0.38 -0.26 -0.09
C -0.6092 -4.2270 0.6388 0.09 -0.10 0.15
C -1.3203 -5.2669 0.0549 -0.04 -0.12 0.09
C -1.6045 -5.2379 -1.3047 -0.04 -0.09 -0.12
C -1.1718 -4.1699 -2.0888 0.11 -0.10 -0.06
C -0.4614 -3.1282 -1.5055 0.21 -0.65 0.21
N 1.2267 0.5989 1.7434 -0.26 0.08 -0.35
H 1.7079 3.9135 2.1920 0.00 0.24 0.19
H 2.8299 3.1203 1.0985 0.29 -0.01 -0.07
H -0.3989 3.8843 -2.2935 0.02 -0.02 -0.01
H 0.2851 3.1436 -4.5437 0.08 -0.07 0.13
H 2.1244 1.5077 -4.8340 -0.04 0.06 0.11
H 3.3838 0.6968 -2.8767 0.03 -0.04 -0.01
H 2.9167 1.6714 -0.6616 0.16 -0.16 0.30
H -2.0339 2.6692 1.6358 0.01 -0.09 0.01
H -3.8051 4.3576 2.0302 0.12 0.04 -0.09
H -3.5139 6.6607 1.1804 0.07 -0.08 -0.02
H -1.4599 7.3074 -0.0363 -0.02 -0.13 0.06
H 0.3349 5.6575 -0.3988 -0.09 -0.05 0.02
H 2.2967 2.1698 4.4478 -0.10 -0.23 -0.15
H 1.5737 -0.4365 4.8564 0.03 0.19 -0.23
H -0.4981 -1.8410 2.5993 -0.20 0.02 0.04
H 1.0855 -2.5616 2.8801 0.08 -0.11 0.16
H 3.2706 -0.5741 -0.5061 -0.15 0.40 -0.14
H 5.5864 -1.3504 -0.7818 -0.11 -0.05 0.04
H 6.2066 -3.6169 -0.0350 -0.09 0.02 0.03
H 4.5181 -5.0994 0.9948 -0.03 0.08 -0.03
H 2.1943 -4.3498 1.2578 0.08 0.08 -0.08
H -0.3987 -4.2607 1.7053 -0.02 -0.03 -0.12
H -1.6403 -6.1090 0.6619 0.02 0.13 -0.09
H -2.1562 -6.0576 -1.7579 0.10 0.14 0.06
H -1.3719 -4.1649 -3.1574 0.03 0.02 0.17
H -0.1123 -2.3299 -2.1222 0.21 0.51 -0.33
C -4.1112 -0.8833 -2.3975 -0.05 -0.06 0.01
As -3.2330 -0.6385 -0.7380 0.09 -0.03 0.09
C -4.3150 0.4031 0.4190 -0.02 0.04 0.03
C -2.9562 -2.3156 0.0885 -0.34 -0.08 0.09
S -1.4732 0.5807 -1.1948 0.37 0.19 -0.02
H -5.0445 -1.3954 -2.1735 -0.11 -0.05 -0.09
H -3.4905 -1.4927 -3.0424 0.06 -0.09 -0.15
H -4.3086 0.0804 -2.8470 -0.06 0.17 -0.14
H -5.3021 -0.0486 0.4209 -0.19 -0.01 0.07
H -4.3667 1.4214 0.0567 -0.05 0.19 -0.05
H -3.8888 0.3674 1.4148 0.01 0.05 0.18
H -3.9595 -2.7059 0.2562 -0.10 -0.06 0.10
H -2.4513 -2.1708 1.0365 -0.03 -0.02 0.10
H -2.3889 -2.9727 -0.5644 -0.53 0.21 0.18
```
Positions in Å, forces in eV/Å.

Values from the calculation:
Net charge ... +3
<S²> ... 2.0483
Energy relative to the best compared isomer or geometry (same formula, charge and spin) ... 33.1 kJ/mol
Spin multiplicity ... 3
HOMO level (alpha / beta) ... -0.60841 / -0.60856 Eh
Kohn-Sham gap (alpha / beta) ... 6.265 / 6.178 eV